Computed, not measured: an isolated molecule of C20H18N4O2S2 in a non-equilibrium geometry, with wB97M-V/def2-TZVPD.

XYZ file:
```
46
Properties=species:S:1:pos:R:3:forces:R:3
C 5.06160 2.05512 1.13806 -0.04 0.07 0.13
C 4.30227 0.79149 0.97144 -0.06 -0.26 -0.08
C 4.44427 -0.17758 0.03230 0.12 0.80 0.43
N 3.60370 -1.23707 0.12355 -0.33 -0.93 -0.09
C 2.79355 -1.11831 1.10909 0.45 0.91 0.44
N 1.79876 -1.98527 1.47329 -0.23 0.07 0.73
C 1.17440 -2.97460 0.74109 -0.04 -0.24 -0.16
O 0.31412 -3.63806 1.26861 -0.06 -0.11 0.01
C 1.57339 -3.10820 -0.69943 -0.31 0.13 -0.36
H 2.65017 -3.20826 -0.81611 -0.06 -0.03 -0.01
H 1.02863 -3.93151 -1.15826 0.06 0.01 0.19
S 1.13779 -1.56044 -1.57729 0.14 -0.14 -0.11
C -0.57541 -1.54611 -1.22150 0.37 -0.23 -0.20
N -1.42635 -2.46563 -1.59236 0.36 -0.17 -0.30
C -2.62220 -2.07679 -1.09993 -0.10 0.41 0.33
C -2.49886 -0.89169 -0.41098 -0.19 -0.41 -0.21
N -1.16588 -0.55811 -0.49123 -0.29 -0.34 -0.10
C -0.53482 0.64365 -0.00046 0.41 0.40 0.23
C 0.36105 1.26046 -1.02609 -0.60 0.14 -0.58
C 0.15818 1.57184 -2.33862 -0.07 -0.17 0.66
C 1.37728 2.12177 -2.80284 0.42 0.06 0.30
C 2.22217 2.10870 -1.73903 0.04 0.20 -0.79
O 1.61527 1.59168 -0.65751 -0.10 -0.07 0.46
H 3.23956 2.42480 -1.62485 0.15 0.01 0.12
H 1.58737 2.47413 -3.79118 0.13 0.09 -0.20
H -0.73889 1.41824 -2.90247 -0.24 -0.08 -0.08
H -1.33045 1.34237 0.28087 0.19 -0.16 -0.01
H 0.06915 0.42364 0.88872 -0.12 0.07 -0.07
C -3.51412 -0.12963 0.30005 -0.16 0.18 0.11
C -4.75919 0.07053 -0.29521 0.11 0.00 0.03
C -5.74851 0.76994 0.36867 -0.11 0.00 0.04
C -5.51261 1.27853 1.63580 -0.06 0.03 0.02
C -4.28547 1.07036 2.24195 0.01 0.07 0.08
C -3.29225 0.36909 1.58305 -0.06 -0.05 -0.05
H -2.35250 0.17817 2.08073 0.09 -0.02 0.03
H -4.10199 1.44994 3.23653 0.01 0.02 0.08
H -6.28541 1.82783 2.15237 -0.06 0.05 0.04
H -6.70769 0.92156 -0.10394 -0.07 0.01 -0.04
H -4.93699 -0.32198 -1.28516 0.00 -0.01 -0.11
H -3.49672 -2.67839 -1.24285 -0.29 -0.05 0.06
H 1.43287 -1.87827 2.41274 0.00 -0.15 -0.22
S 3.01224 0.35684 2.05667 0.20 -0.49 -0.56
H 5.16571 -0.16866 -0.76395 0.21 0.13 -0.13
H 5.54085 2.09075 2.11624 0.10 0.09 0.00
H 5.82639 2.12857 0.36845 0.05 0.04 -0.02
H 4.39555 2.91452 1.06100 0.05 0.12 -0.03
```
Forces are in eV/Å.

Results
Energy above the lowest of the compared OMol25 structures with the same formula, charge and spin, kcal/mol: 27.0
Frontier orbital gap, eV: 8.29
Energy, eV: -52758.123
F_max, eV Å⁻¹: 1.1
HOMO level, eV: -7.905

Atomic partial charges in e from the Mulliken method, atoms 1 to 4: -1.36, 0.88, -0.88, -0.32